Entry from the Open Molecules 2025 dataset: a molecular structure, C6H12O (wB97M-V/def2-TZVPD).

## Properties
- Strongest force on any atom: 3.24 eV/A
- Frontier orbital gap: 10.3036 eV
- LUMO level: 0.96 eV
- Energy above the lowest of the compared OMol25 structures with the same formula, charge and spin: 212.88 kJ/mol

The geometry in XYZ format:
```
19
Properties=species:S:1:pos:R:3:forces:R:3
C 1.4693 0.6319 -1.0106 0.0960 0.0006 0.1064
H 2.1671 1.1728 -0.3655 -0.0333 -0.0261 -0.0657
C -0.3044 0.5375 0.8874 -0.4838 0.3605 -0.1926
C 0.9195 -1.0643 1.0193 -1.4933 -0.0149 0.8820
C 0.4949 -0.2026 -0.1924 -0.0366 0.1646 0.0428
H 2.0490 0.0251 -1.7161 -0.0780 0.0258 0.1714
O -0.3268 -0.5952 1.7616 -0.8236 -0.7041 -0.9532
C -1.7076 0.9907 0.6655 -0.2336 0.2082 -0.1261
H -2.3241 0.1266 0.4041 0.0015 0.2229 -0.0322
H -1.1177 -1.6442 -0.5500 0.1215 0.0913 -0.0378
H -1.7489 1.7365 -0.1289 -0.1635 0.1097 0.0195
H 0.9760 -2.1435 0.8019 0.0971 0.3578 0.6602
H 0.3363 1.3650 1.2596 -0.2261 -0.2858 0.2179
C -0.4222 -1.0195 -1.1199 0.0312 -0.0252 0.0657
H -1.0206 -0.3567 -1.7612 0.1818 -0.0820 0.1794
H 1.3530 -0.6315 1.9172 3.0166 -0.3979 -1.1214
H 0.1549 -1.6738 -1.7849 0.0179 0.1108 0.1768
H 0.9145 1.3711 -1.6075 0.0946 -0.1652 0.1609
H -2.0865 1.4169 1.5979 -0.0866 0.0487 -0.1539
```
Positions in Å, forces in eV/Å.